Formula: C32H37Cl5CrN3SSi
Source: OMol25
Level of theory: wB97M-V/def2-TZVPD

Last column: Löwdin charge in e.
Cartesian coordinates (Å):
Cr (0.32, -0.95, -0.31)  0.488
Cl (1.38, -3.37, 0.92)  0.775
C (1.09, -3.75, -0.76)  -0.669
C (0.63, -2.70, -1.55)  -0.248
C (0.54, -3.03, -2.90)  -0.650
Cl (0.13, -1.80, -4.07)  0.716
C (0.80, -4.31, -3.40)  -0.703
Cl (0.63, -4.65, -5.09)  0.673
C (1.19, -5.33, -2.54)  -0.711
Cl (1.49, -6.91, -3.14)  0.680
C (1.36, -5.04, -1.19)  -0.708
Cl (1.89, -6.27, -0.11)  0.686
C (-2.87, 5.05, -0.40)  -0.179
Si (-1.13, 4.39, -0.65)  0.514
C (-0.26, 5.43, -1.94)  -0.175
C (-0.22, 4.50, 0.97)  -0.208
C (-1.32, 2.65, -1.37)  -0.229
C (-2.25, 2.49, -2.39)  -0.077
C (-2.49, 1.25, -2.97)  -0.056
C (-1.78, 0.17, -2.50)  -0.190
N (-0.84, 0.28, -1.55)  -0.055
C (-0.61, 1.49, -0.99)  -0.675
S (0.63, 1.38, 0.21)  0.758
H (-2.84, 6.07, -0.01)  0.032
H (-3.41, 4.43, 0.33)  0.036
H (-3.45, 5.06, -1.32)  0.022
H (-0.21, 6.48, -1.64)  0.031
H (-0.78, 5.39, -2.90)  0.029
H (0.76, 5.08, -2.10)  0.033
H (-0.27, 5.53, 1.34)  0.033
H (0.83, 4.22, 0.88)  0.008
H (-0.66, 3.84, 1.73)  0.027
H (-2.82, 3.34, -2.73)  0.101
H (-3.23, 1.12, -3.74)  0.107
H (-1.96, -0.83, -2.89)  0.070
C (-2.48, 1.02, 5.07)  -0.048
C (-1.39, 0.39, 4.24)  -0.257
C (-0.08, 0.38, 4.68)  -0.016
C (0.91, -0.21, 3.90)  -0.263
C (2.35, -0.24, 4.35)  -0.043
C (0.56, -0.79, 2.69)  -0.082
C (-0.75, -0.79, 2.20)  -0.295
C (-1.71, -0.18, 3.01)  -0.005
N (-1.04, -1.30, 0.90)  -0.088
C (-2.39, -1.90, 0.67)  -0.572
C (-3.46, -0.85, 0.32)  -0.020
C (-2.83, -2.75, 1.88)  -0.035
C (-2.29, -2.86, -0.51)  -0.047
H (-2.06, 1.66, 5.85)  0.073
H (-3.09, 0.26, 5.55)  0.082
H (-3.14, 1.63, 4.46)  0.078
H (0.18, 0.83, 5.63)  0.113
H (2.50, 0.41, 5.21)  0.074
H (3.01, 0.09, 3.55)  0.077
H (2.65, -1.25, 4.64)  0.083
H (1.36, -1.22, 2.11)  0.036
H (-2.74, -0.12, 2.70)  0.092
H (-3.44, 0.03, 0.96)  0.070
H (-4.45, -1.31, 0.39)  0.092
H (-3.34, -0.50, -0.71)  0.060
H (-3.25, -2.16, 2.69)  0.071
H (-1.97, -3.30, 2.28)  0.094
H (-3.58, -3.46, 1.55)  0.086
H (-1.90, -2.36, -1.40)  0.048
H (-3.29, -3.24, -0.74)  0.095
H (-1.64, -3.70, -0.28)  0.087
C (6.30, 0.21, -2.65)  -0.039
C (4.93, -0.11, -2.13)  -0.254
C (3.78, 0.27, -2.80)  0.001
C (2.54, -0.02, -2.26)  -0.134
N (2.38, -0.68, -1.11)  -0.055
C (3.49, -1.04, -0.45)  -0.113
C (4.76, -0.79, -0.92)  -0.005
H (6.26, 0.50, -3.70)  0.079
H (6.96, -0.65, -2.56)  0.085
H (6.74, 1.03, -2.09)  0.090
H (3.84, 0.81, -3.74)  0.119
H (1.63, 0.28, -2.76)  0.092
H (3.34, -1.57, 0.48)  0.084
H (5.61, -1.11, -0.34)  0.120

multiplicity: 2
E_tot: -5439.0008 Ha
<S²>: 0.78
Kohn-Sham gap (alpha / beta): 7.453 / 7.860 eV